No. 1
{"formula": "C17H28ClOPV", "method": "ωB97M-V/def2-TZVPD", "symbols": ["C", "C", "C", "C", "Cl", "H", "H", "H", "H", "H", "H", "H", "H", "H", "C", "C", "C", "H", "C", "C", "H", "H", "H", "H", "C", "C", "C", "H", "C", "C", "H", "H", "H", "H", "V", "C", "P", "C", "C", "O", "H", "H", "H", "H", "H", "H", "H", "H", "H"], "positions_angstrom": [[-2.0113, -4.3880, -1.3445], [-3.4636, -4.0433, -1.3912], [-1.3383, -4.6061, -2.6595], [-1.5632, -5.2563, -0.2181], [-1.1323, -2.4643, -0.8641], [-1.6521, -5.5557, -3.1404], [-0.2500, -4.6094, -2.5158], [-1.5630, -3.7640, -3.3270], [-4.0923, -4.9077, -1.6954], [-3.6176, -3.2108, -2.0911], [-3.7847, -3.6840, -0.4047], [-1.8956, -6.3100, -0.3401], [-1.9513, -4.8572, 0.7284], [-0.4672, -5.2218, -0.1456], [-0.4578, 2.1221, -0.7129], [0.4128, 1.4670, -1.6472], [-0.2955, 0.3628, -2.2317], [1.4093, 1.8131, -1.9614], [-1.6317, 0.3583, -1.6948], [-1.7415, 1.4667, -0.7790], [-2.6805, 1.7627, -0.2871], [-0.2219, 3.0247, -0.1399], [0.0977, -0.3766, -2.9362], [-2.4105, -0.3773, -1.9150], [1.4622, -0.4136, 1.7178], [1.9438, 0.4139, 0.6298], [2.0799, -0.4555, -0.5292], [2.2412, 1.4680, 0.7018], [1.5920, -1.7416, -0.1767], [1.2484, -1.7328, 1.2306], [0.8722, -2.6019, 1.7806], [1.3196, -0.0879, 2.7580], [2.4939, -0.2182, -1.5138], [1.4872, -2.5823, -0.8602], [-0.0956, -0.1806, -0.0874], [-3.1018, 1.8287, 2.7322], [-1.4466, 1.2216, 2.8461], [-0.3128, 2.6103, 2.9815], [-1.3232, 0.3254, 4.3695], [-1.1582, 0.2999, 1.6696], [-3.2267, 2.4594, 1.8462], [-3.3692, 2.3917, 3.6361], [-3.7527, 0.9487, 2.6287], [-0.5096, 3.1139, 3.9397], [0.7372, 2.2930, 2.9804], [-0.4500, 3.3424, 2.1771], [-2.1311, -0.4194, 4.3685], [-0.3687, -0.2029, 4.4339], [-1.4391, 1.0034, 5.2241]], "charge": 2, "multiplicity": 2, "total_energy_ev": -67616.243}

=====

No. 2
{"formula": "C3H9NP2", "method": "ωB97M-V/def2-TZVPD", "symbols": ["C", "C", "C", "N", "P", "P", "H", "H", "H", "H", "H", "H", "H", "H", "H"], "positions_angstrom": [[-2.2320, 0.5342, 0.6495], [2.6468, 0.7161, 0.4225], [0.0378, -1.4336, -0.3158], [0.0575, 0.9776, -0.1617], [-1.0985, -0.1499, -0.6318], [1.3722, 0.0868, -0.4395], [-3.1373, 0.6583, 0.2206], [-2.0665, 0.2297, 1.6099], [2.3364, 0.8305, 1.4197], [3.6288, 0.0832, 0.2738], [0.1701, -1.4442, 0.8172], [-0.1638, -2.3328, -0.7984], [-1.5372, 1.2446, 0.5173], [-1.8041, -0.0965, -1.9073], [1.7897, 0.0958, -1.6759]], "relative_energy_kcal_mol": 106.3}

=====

No. 3
{"formula": "C28H32N2O6", "method": "ωB97M-V/def2-TZVPD", "symbols": ["C", "C", "O", "C", "C", "C", "C", "C", "O", "O", "H", "H", "H", "H", "H", "H", "H", "H", "H", "H", "H", "C", "O", "C", "C", "C", "C", "C", "O", "C", "C", "N", "C", "C", "C", "C", "C", "C", "C", "C", "C", "C", "O", "N", "C", "C", "C", "H", "H", "H", "H", "H", "H", "H", "H", "H", "H", "H", "H", "H", "H", "H", "H", "H", "H", "H", "H", "H"], "positions_angstrom": [[-2.7354, 0.8754, -3.4333], [-1.6863, 1.8440, -2.9785], [-0.5375, 1.0302, -2.6223], [0.3871, 1.7010, -1.9287], [1.6615, 0.8666, -1.6821], [1.4747, -0.5790, -2.1155], [2.6991, 1.5605, -2.6322], [3.8978, 0.7431, -3.0535], [2.5328, 2.6995, -3.0279], [0.1984, 2.8272, -1.4928], [-3.6296, 1.4234, -3.7304], [-2.3876, 0.2941, -4.2931], [-3.0142, 0.1872, -2.6268], [-1.3689, 2.5290, -3.7748], [-2.0127, 2.4296, -2.1129], [0.5599, -1.0120, -1.7139], [1.4382, -0.6474, -3.2089], [2.3097, -1.1855, -1.7322], [3.6301, -0.2867, -3.3181], [4.3516, 1.2161, -3.9303], [4.6566, 0.7171, -2.2583], [0.5245, -1.7625, 4.5251], [-0.2544, -1.7101, 3.3162], [-0.6452, -2.8742, 2.7516], [-0.1110, -4.1506, 3.0090], [-0.6015, -5.2430, 2.2910], [-1.5991, -5.1004, 1.3269], [-2.1251, -3.8163, 1.0710], [-2.9873, -3.4754, 0.0833], [-3.3447, -4.4691, -0.9003], [-1.6563, -2.7358, 1.8050], [-2.1743, -1.4353, 1.4959], [-1.4447, -0.3537, 1.1090], [-0.0674, -0.4878, 0.5891], [0.7484, 0.6898, 0.6240], [1.9475, 1.0088, -0.2254], [2.4790, 2.4611, 0.1021], [3.7676, 2.8507, -0.2994], [4.1508, 4.1968, -0.2361], [3.3276, 5.1316, 0.4079], [2.1438, 4.6896, 1.0025], [1.7013, 3.3764, 0.8077], [0.2468, -1.6338, 0.1799], [-2.2937, 0.7033, 1.1084], [-1.9710, 2.1045, 0.8923], [-3.5597, 0.2765, 1.4897], [-3.4900, -1.0506, 1.7071], [0.5926, -0.7228, 4.8435], [0.0289, -2.3684, 5.3000], [1.5275, -2.1694, 4.3303], [0.6853, -4.2538, 3.7488], [-0.1768, -6.2286, 2.4835], [-1.9617, -5.9566, 0.7551], [-4.0006, -3.9331, -1.5857], [-2.4544, -4.8394, -1.4293], [-3.8793, -5.3080, -0.4325], [0.6083, 1.2329, 1.5683], [2.7419, 0.2847, 0.0433], [4.4810, 2.1065, -0.6739], [5.0898, 4.5088, -0.7004], [3.6333, 6.1780, 0.4829], [1.5239, 5.3584, 1.5942], [0.7352, 3.0820, 1.2181], [-2.9059, 2.6419, 0.6788], [-1.5040, 2.5410, 1.7906], [-1.2822, 2.2204, 0.0426], [-4.3842, 0.9624, 1.5690], [-4.2358, -1.7610, 2.0059]], "relative_energy_kcal_mol": 70.1}

=====

No. 4
{"formula": "ClH3N3P3", "method": "ωB97M-V/def2-TZVPD", "symbols": ["Cl", "P", "N", "P", "N", "P", "N", "H", "H", "H"], "positions_angstrom": [[3.2745, -1.0199, -0.2829], [1.5463, -0.3723, 0.6193], [1.4127, 1.0921, -0.1048], [0.1556, 2.0134, -0.3328], [-1.2534, 1.1292, -0.2288], [-1.4792, -0.5755, -0.0912], [0.0864, -1.1766, -0.5422], [-2.0330, 1.6651, 0.1005], [-1.6658, -0.5167, 1.4822], [-0.0441, -2.2388, -0.6193]], "smiles": "Clp1np[nH][pH][nH]1", "relative_energy_kcal_mol": 13.8}

=====

No. 5
{"formula": "C4H14N2O", "method": "ωB97M-V/def2-TZVPD", "symbols": ["C", "N", "C", "C", "C", "N", "H", "H", "H", "H", "H", "H", "H", "H", "H", "H", "H", "H", "O", "H", "H"], "positions_angstrom": [[0.0315, 1.4866, 1.6715], [-0.2218, 0.4389, 0.6687], [-1.4720, -0.3269, 0.8243], [1.0316, -0.3026, 0.3886], [0.8266, -1.7707, -0.0523], [0.7865, -1.9026, -1.5429], [-0.9121, 1.8694, 2.0695], [0.5855, 1.1071, 2.5455], [0.5522, 2.2415, 1.0935], [-1.3578, -1.0284, 1.6586], [-1.5354, -0.9956, -0.0745], [-2.3184, 0.3361, 0.8814], [1.5385, 0.2164, -0.5404], [1.7354, -0.4250, 1.1862], [1.8444, -2.1562, 0.1340], [0.0005, -2.2402, 0.4525], [0.2571, -2.6833, -1.9082], [0.2624, -1.0880, -1.8727], [-0.8024, 2.0789, -1.7448], [-0.5367, 1.3880, -1.1131], [-0.0075, 2.6149, -1.8363]], "smiles": "CN(C)CCN.O", "relative_energy_kcal_mol": 50.4}

=====

No. 6
{"formula": "C23H29FN6S", "method": "ωB97M-V/def2-TZVPD", "symbols": ["F", "C", "C", "C", "C", "C", "N", "N", "N", "N", "C", "C", "C", "C", "C", "C", "S", "N", "C", "C", "N", "C", "C", "C", "C", "C", "C", "C", "C", "C", "C", "H", "H", "H", "H", "H", "H", "H", "H", "H", "H", "H", "H", "H", "H", "H", "H", "H", "H", "H", "H", "H", "H", "H", "H", "H", "H", "H", "H", "H"], "positions_angstrom": [[3.9180, 3.3735, -0.3828], [2.6210, 3.0389, -0.5383], [2.2555, 2.2594, -1.6216], [0.9272, 1.9022, -1.7610], [-0.0248, 2.3279, -0.8413], [-1.4654, 1.9242, -1.0517], [-2.2380, 1.9122, 0.1567], [-2.7336, 3.0331, 0.6931], [-3.3491, 2.7174, 1.7523], [-3.2939, 1.4110, 1.9697], [-2.6008, 0.8966, 0.9804], [-2.3075, -0.5493, 0.7785], [-3.3289, -1.1302, -0.1539], [-3.9688, -0.5669, -1.2160], [-4.8964, -1.4389, -1.8297], [-4.9555, -2.6496, -1.2228], [-3.8840, -2.7513, 0.1148], [-0.9208, -0.6870, 0.3189], [-0.6205, -1.9807, -0.2689], [0.8285, -1.9925, -0.7464], [1.7100, -1.7888, 0.3826], [3.1123, -2.0766, 0.1090], [3.8556, -1.0256, -0.7290], [5.2672, -1.5127, -1.0433], [6.0356, -1.7960, 0.2438], [5.2906, -2.8170, 1.0989], [3.8807, -2.3228, 1.4100], [1.4333, -0.4904, 0.9620], [-0.0152, -0.4479, 1.4325], [0.3659, 3.1293, 0.2221], [1.6941, 3.4825, 0.3858], [3.0037, 1.9367, -2.3280], [0.6257, 1.2868, -2.5958], [-1.4973, 0.9237, -1.4868], [-1.9405, 2.6431, -1.7306], [-2.4455, -1.0438, 1.7587], [-3.8111, 0.4407, -1.5554], [-5.4921, -1.1664, -2.6820], [-5.5647, -3.4944, -1.4749], [-1.2802, -2.1433, -1.1246], [-0.7690, -2.7982, 0.4553], [1.0448, -2.9626, -1.1989], [0.9493, -1.2084, -1.5150], [3.1122, -3.0193, -0.4534], [3.3117, -0.8392, -1.6580], [3.9138, -0.0874, -0.1738], [5.7953, -0.7594, -1.6319], [5.2111, -2.4258, -1.6412], [7.0344, -2.1674, 0.0055], [6.1494, -0.8670, 0.8068], [5.8349, -2.9902, 2.0294], [5.2335, -3.7673, 0.5630], [3.3407, -3.0559, 2.0106], [3.9494, -1.3980, 1.9849], [2.0832, -0.3293, 1.8219], [1.5904, 0.3248, 0.2386], [-0.2295, 0.5362, 1.8574], [-0.1591, -1.2064, 2.2204], [-0.3665, 3.4923, 0.9274], [2.0109, 4.0970, 1.2132]], "smiles": "Fc1ccc(Cn2nnnc2[C@@H](c2cccs2)N2CCN(C3CCCCC3)CC2)cc1", "relative_energy_kcal_mol": 0.0}

=====

What is the formula in the fourth record? ClH3N3P3